Record 1
ORCA calculation (wB97M-V/def2-TZVPD) on a 2-piece molecular cluster, C13H14NO2 overall at a distorted geometry.

```
! RIJCOSX wB97M-V def2-TZVPD def2/J DEFGRID3
* xyz -1 1
C 4.653 1.141 -1.811
O 3.405 0.496 -1.601
C 2.340 1.312 -1.791
C 1.050 0.599 -1.576
C 0.935 -0.613 -1.024
O 2.442 2.490 -2.105
H 5.410 0.357 -1.774
H 4.687 1.652 -2.782
H 4.843 1.881 -1.023
H 0.187 1.201 -1.853
H -0.044 -1.100 -1.048
H 1.826 -1.183 -0.742
C -0.028 -2.427 1.298
C -0.339 -0.980 1.411
C 0.595 -0.196 2.114
N 1.416 0.441 2.668
C -1.617 -0.413 1.117
C -2.642 -1.146 0.438
C -3.843 -0.532 0.094
C -4.076 0.814 0.413
C -3.095 1.542 1.100
C -1.878 0.952 1.429
H -0.806 -3.006 0.801
H 0.906 -2.517 0.732
H 0.161 -2.865 2.291
H -2.473 -2.195 0.185
H -4.610 -1.113 -0.423
H -5.019 1.289 0.133
H -3.276 2.579 1.388
H -1.111 1.541 1.941
*
```

Output
- strongest force on any atom (eV/A) = 1.415
- HOMO (eV) = -2.447
- LUMO (Eh) = 0.118

=====

Record 2
ORCA calculation (wB97M-V/def2-TZVPD) on one molecule with the formula C13H14O2S at a distorted geometry.

```
! RIJCOSX wB97M-V def2-TZVPD def2/J DEFGRID3
* xyz 0 1
O 0.333 2.400 0.077
O -1.489 1.267 -0.889
S 0.964 -0.990 0.437
C -0.107 1.417 -0.469
C 1.626 1.184 4.365
C 0.412 0.591 4.046
C 2.699 1.158 3.425
C 0.161 0.095 2.794
C 2.409 0.733 2.076
C 1.197 0.070 1.844
C -1.775 -1.706 -3.154
C -0.375 -1.666 -2.509
C -2.404 -0.379 -2.768
C -0.187 -0.205 -2.010
C -1.506 -0.039 -1.490
C 0.683 0.235 -0.909
H 1.745 1.635 5.320
H -0.402 0.649 4.779
H 3.682 1.588 3.747
H -0.830 -0.288 2.587
H 3.147 0.870 1.210
H -1.744 -1.818 -4.220
H -2.384 -2.547 -2.814
H 0.372 -2.103 -3.163
H -0.412 -2.259 -1.550
H -2.336 0.417 -3.465
H -3.435 -0.462 -2.478
H 0.134 0.371 -2.873
H -1.865 -0.739 -0.678
H 1.690 0.521 -1.266
*
```

Output
- strongest force on any atom (eV/A) = 4.549
- SMILES = O=C1O[C@H]2CCC[C@@H]2[C@@H]1Sc1ccccc1
- relative energy (zero: lowest compared OMol25 entry of this formula, charge and spin) (kcal per mole) = 17.2
- HOMO (eV) = -8.953
- LUMO (Eh) = 0.026

=====

Record 3
ORCA calculation (wB97M-V/def2-TZVPD) on one molecule with the formula C13H15Cl2N3O3 at a distorted geometry.

```
! RIJCOSX wB97M-V def2-TZVPD def2/J DEFGRID3
* xyz 0 1
O -2.277 -0.615 -2.443
Cl 3.759 5.908 1.606
Cl 0.921 2.833 -2.146
N 0.589 -0.105 0.670
O 2.385 3.876 3.381
O -2.475 -0.339 -0.101
C -1.817 -0.652 -1.328
C 0.197 -1.211 0.103
C 2.190 4.372 -0.201
C 1.400 2.530 1.723
C 2.681 4.454 1.127
C 1.517 3.192 -0.582
C 2.141 3.616 2.088
C 1.088 2.232 0.377
N 0.392 1.123 0.059
N -0.473 -1.170 -1.198
C -3.876 -0.641 -0.248
C 0.401 -2.463 0.822
C -0.151 -2.450 -1.908
C -0.654 -3.590 0.385
C -0.585 -3.746 -1.138
H 3.385 3.786 3.380
H 2.504 4.863 -0.998
H 1.078 1.753 2.459
H 0.060 1.206 -0.919
H -4.568 -0.283 0.559
H -4.283 -0.214 -1.142
H -4.101 -1.700 -0.275
H 1.429 -2.815 0.549
H 0.426 -2.352 1.850
H -0.682 -2.472 -2.924
H 0.962 -2.575 -2.073
H -1.699 -3.249 0.544
H -0.415 -4.519 0.936
H -1.547 -4.021 -1.488
H 0.098 -4.559 -1.506
*
```

Output
- strongest force on any atom (eV/A) = 5.380
- SMILES = COC(=O)N1CCCC/C1=N/Nc1cc(O)c(Cl)cc1Cl
- HOMO (eV) = -7.869
- LUMO (Eh) = 0.024

=====

Record 4
ORCA calculation (wB97M-V/def2-TZVPD) on one molecule with the formula C13H15Cl2NO3.

```
! RIJCOSX wB97M-V def2-TZVPD def2/J DEFGRID3
* xyz 0 1
C -0.463 2.866 -2.561
H -0.419 3.843 -2.085
H 0.045 2.930 -3.521
H -1.508 2.621 -2.740
C 0.202 1.813 -1.676
C 1.662 2.177 -1.423
H 2.242 2.094 -2.340
H 2.101 1.533 -0.666
H 1.732 3.202 -1.066
C 0.064 0.441 -2.346
H 0.598 0.443 -3.298
H -0.993 0.246 -2.547
C 0.619 -0.713 -1.490
N -0.011 -0.778 -0.195
C 0.671 -0.564 0.952
O 1.825 -0.196 0.982
C -0.147 -0.819 2.183
C -0.254 0.141 3.188
C -0.968 -0.120 4.347
C -1.570 -1.358 4.504
C -1.476 -2.329 3.517
C -0.769 -2.050 2.363
H -0.680 -2.805 1.596
H -1.950 -3.288 3.654
Cl -2.450 -1.690 5.947
H -1.050 0.633 5.114
Cl 0.470 1.686 2.984
H -0.941 -1.170 -0.167
C 0.383 -2.025 -2.217
O -0.399 -2.865 -1.859
O 1.122 -2.134 -3.319
H 0.942 -2.973 -3.774
H 1.692 -0.575 -1.330
H -0.322 1.786 -0.714
*
```

Output
- strongest force on any atom (eV/A) = 0.664
- SMILES = CC(C)C[C@@H](NC(=O)c1ccc(Cl)cc1Cl)C(=O)O
- relative energy (zero: lowest compared OMol25 entry of this formula, charge and spin) (kcal per mole) = 0.0
- HOMO (eV) = -9.398
- LUMO (Eh) = 0.019

=====

Record 5
ORCA calculation (wB97M-V/def2-TZVPD) on one molecule with the formula C13H15F2NO3 at a distorted geometry.

```
! RIJCOSX wB97M-V def2-TZVPD def2/J DEFGRID3
* xyz 0 1
O 2.179 5.429 1.577
O -0.900 3.731 1.647
F -0.689 -3.630 -3.981
F -0.961 -3.983 2.673
O 0.435 5.784 2.996
C 1.090 5.051 2.056
C 0.253 4.055 1.328
C 0.852 -0.372 0.330
C -0.738 0.140 -1.384
C 1.207 0.935 0.601
C -0.414 1.514 -1.200
C -0.169 -0.843 -0.526
C 0.590 1.861 -0.261
N -0.456 -2.220 -0.587
C 0.803 3.384 0.026
C -1.066 -3.223 -2.654
C -0.264 -3.193 1.758
C 0.058 -2.934 -1.680
C -1.172 -2.917 0.506
H 1.134 6.394 3.407
H 1.354 -1.053 1.024
H -1.448 -0.063 -2.224
H 1.883 1.288 1.393
H -0.873 2.255 -1.866
H 1.908 3.646 0.087
H 0.387 3.925 -0.873
H -1.683 -2.404 -2.836
H -1.815 -3.997 -2.192
H 0.673 -3.700 1.359
H 0.055 -2.362 2.351
H 0.534 -3.798 -1.347
H 0.841 -2.463 -2.334
H -2.079 -2.319 0.725
H -1.509 -3.917 0.103
*
```

Output
- strongest force on any atom (eV/A) = 5.624
- SMILES = O=C(O)C(=O)Cc1ccc(N(CCF)CCF)cc1
- HOMO (eV) = -8.750
- LUMO (Eh) = -0.034

=====

Record 6
ORCA calculation (wB97M-V/def2-TZVPD) on C13H15HoNSe as an isolated structure at a distorted geometry.

```
! RIJCOSX wB97M-V def2-TZVPD def2/J DEFGRID3
* xyz -1 5
C -0.762 1.536 -3.184
C 0.627 1.380 -3.481
C 1.375 2.233 -2.614
C 0.441 2.936 -1.790
C -0.880 2.498 -2.135
Ho 0.162 0.531 -1.045
N -1.699 -0.279 -0.614
C 0.099 -1.985 -1.401
C 1.125 -1.537 -2.195
H 2.456 2.375 -2.630
H 1.040 0.779 -4.288
H 0.690 3.705 -1.062
H -1.810 2.876 -1.712
H -1.585 1.085 -3.739
H 1.015 -1.496 -3.286
H -0.823 -2.370 -1.846
H -2.631 -0.538 -0.267
H 2.153 -1.387 -1.823
H 0.233 -2.225 -0.335
Se 0.186 1.830 1.554
C -0.025 0.242 2.492
C -1.244 -0.091 3.133
C -1.305 -1.185 3.988
C -0.186 -2.013 4.179
C 0.997 -1.734 3.474
C 1.076 -0.645 2.616
H -2.118 0.541 2.959
H -2.229 -1.400 4.524
H -0.234 -2.859 4.864
H 1.867 -2.375 3.608
H 1.991 -0.428 2.056
*
```

Output
- strongest force on any atom (eV/A) = 3.217
- HOMO (spin up / spin down) (eV) = -2.936 / -3.272
- LUMO (spin up / spin down) (Eh) = 0.109 / 0.109

=====

Record 7
ORCA calculation (wB97M-V/def2-TZVPD) on C13H15InNO3 as an isolated structure at a distorted geometry.

```
! RIJCOSX wB97M-V def2-TZVPD def2/J DEFGRID3
* xyz 3 1
C 3.862 -0.524 0.178
C 2.321 -0.079 -0.087
C 1.431 -1.388 -0.373
C -0.008 -1.319 0.294
C -0.176 -2.602 1.186
N -1.106 -1.219 -0.702
C -0.876 -0.285 -1.782
O -0.486 -0.496 -2.872
C -1.290 1.078 -1.091
C -0.889 2.442 -1.313
C -1.489 3.504 -0.429
C -2.374 3.240 0.566
C -2.804 1.842 0.809
O -3.643 1.541 1.709
C -2.188 0.769 -0.085
C -2.359 -0.801 -0.121
O -3.264 -1.476 0.212
H 4.503 0.371 0.124
H 4.246 -1.319 -0.542
H 3.887 -0.950 1.198
H 2.257 0.582 -0.967
H 2.004 0.413 0.846
H 1.399 -1.656 -1.493
H 2.000 -2.242 0.157
H 0.023 -0.474 1.019
H 0.751 -2.781 1.759
H -0.967 -2.416 1.933
H -0.364 -3.495 0.571
H -0.172 2.678 -2.115
H -1.184 4.550 -0.561
H -2.780 4.038 1.201
H -3.303 0.901 2.383
In 3.038 -2.427 -1.611
*
```

Output
- strongest force on any atom (eV/A) = 6.024
- HOMO (eV) = -18.887
- LUMO (Eh) = -0.607

=====

Record 8
ORCA calculation (wB97M-V/def2-TZVPD) on C13H15MgPSe2 as an isolated structure at a distorted geometry.

```
! RIJCOSX wB97M-V def2-TZVPD def2/J DEFGRID3
* xyz 0 1
Mg -0.640 -0.303 -3.825
C 0.573 0.131 -5.503
H 1.587 0.283 -5.115
H 0.583 -0.753 -6.157
H 0.274 1.014 -6.080
H -2.298 -1.063 -2.876
H -2.254 -1.352 -3.560
Se -1.336 1.236 -1.653
P 0.136 0.117 -0.456
Se 1.432 -0.748 -1.995
C 0.850 1.310 0.733
C 0.885 1.070 2.117
C 1.126 2.143 2.988
C 1.331 3.433 2.487
C 1.325 3.655 1.105
C 1.128 2.588 0.231
C -0.451 -1.224 0.664
C 0.183 -2.473 0.647
C -0.247 -3.479 1.513
C -1.324 -3.245 2.373
C -1.990 -2.016 2.351
C -1.569 -1.002 1.481
H 0.736 0.059 2.509
H 1.160 1.961 4.064
H 1.508 4.271 3.162
H 1.498 4.650 0.701
H 1.124 2.733 -0.850
H 1.001 -2.650 -0.060
H 0.251 -4.447 1.512
H -1.658 -4.028 3.051
H -2.835 -1.834 3.011
H -2.090 -0.039 1.428
*
```

Output
- strongest force on any atom (eV/A) = 2.172
- relative energy (zero: lowest compared OMol25 entry of this formula, charge and spin) (kcal per mole) = 0.0
- HOMO (eV) = -7.915
- LUMO (Eh) = 0.004

=====

The highest strongest force on any atom belongs to which entry?
C13H15InNO3

=====

Which value of strongest force on any atom does entry 8 give?
2.172 eV/A

=====

What is the strongest force on any atom in the second record?
4.549 eV/A

=====

Look up the strongest force on any atom of the fifth one.
5.624 eV/A